87
Properties=species:S:1:pos:R:3:lowdin_charge:R:1 method="wB97M-V/def2-TZVPD" e_lumo_ev=0.51 e_above_lowest_kj_mol=0.00 homo_lumo_gap_ev=8.3
C 1.526 -1.424 0.560 -0.03
C 1.182 -2.900 0.391 -0.43
O 1.261 -3.610 1.624 -0.03
C -0.220 -3.122 -0.152 -0.07
C -1.277 -2.509 0.735 -0.26
O -1.749 -1.231 0.246 -0.16
S -2.861 -0.789 1.287 0.59
O -2.276 -0.413 2.526 -0.20
O -3.760 0.094 0.647 -0.21
O -3.501 -2.245 1.417 -0.10
C -2.578 -3.261 1.027 -0.32
F -2.385 -4.106 2.050 0.10
H 1.035 -1.014 1.449 0.09
H 1.168 -0.843 -0.293 0.09
H 2.602 -1.284 0.678 0.08
H 1.890 -3.335 -0.327 0.14
H 2.087 -3.372 2.073 0.10
H -0.272 -2.653 -1.141 0.13
H -0.417 -4.188 -0.293 0.14
H -0.854 -2.345 1.735 0.15
H -3.050 -3.809 0.210 0.17
C -2.100 -3.087 -6.017 -0.09
C -2.899 -2.739 -4.770 -0.28
N -2.370 -1.589 -4.059 -0.20
C -2.917 -1.428 -2.723 -0.25
C -4.415 -1.140 -2.577 -0.07
C -2.236 -0.371 -4.842 -0.24
C -3.493 0.184 -5.524 -0.08
H -1.042 -3.198 -5.777 0.08
H -2.459 -4.028 -6.435 0.07
H -2.199 -2.327 -6.793 0.06
H -2.860 -3.587 -4.080 0.12
H -3.958 -2.621 -5.050 0.10
H -2.352 -0.640 -2.221 0.10
H -2.691 -2.351 -2.175 0.10
H -4.663 -0.120 -2.866 0.06
H -4.711 -1.254 -1.533 0.06
H -5.020 -1.825 -3.172 0.07
H -1.480 -0.546 -5.611 0.10
H -1.811 0.393 -4.187 0.11
H -4.047 -0.596 -6.049 0.07
H -3.206 0.934 -6.264 0.07
H -4.170 0.665 -4.820 0.06
C 6.476 -3.406 1.727 -0.09
C 6.857 -1.975 1.378 -0.28
N 6.177 -0.989 2.199 -0.21
C 6.283 0.367 1.686 -0.25
C 7.673 1.012 1.630 -0.08
C 6.343 -1.143 3.635 -0.25
C 7.769 -1.145 4.198 -0.08
H 5.391 -3.530 1.711 0.07
H 6.910 -4.093 1.001 0.07
H 6.839 -3.701 2.712 0.07
H 6.573 -1.779 0.340 0.12
H 7.955 -1.884 1.417 0.10
H 5.617 1.001 2.277 0.11
H 5.868 0.359 0.673 0.11
H 8.038 1.286 2.619 0.06
H 7.626 1.927 1.036 0.07
H 8.407 0.355 1.163 0.07
H 5.860 -2.078 3.931 0.10
H 5.761 -0.354 4.118 0.11
H 8.430 -1.797 3.625 0.07
H 7.756 -1.515 5.225 0.07
H 8.210 -0.149 4.217 0.05
C -2.324 3.003 -0.238 -0.08
C -3.130 3.358 1.001 -0.27
N -2.643 4.549 1.677 -0.20
C -3.188 4.720 3.011 -0.25
C -4.696 4.959 3.152 -0.09
C -2.561 5.746 0.859 -0.25
C -3.840 6.233 0.164 -0.08
H -1.260 2.928 -0.002 0.08
H -2.661 2.038 -0.616 0.05
H -2.446 3.733 -1.040 0.07
H -3.059 2.529 1.707 0.10
H -4.193 3.431 0.721 0.11
H -2.649 5.543 3.491 0.11
H -2.929 3.822 3.580 0.11
H -4.985 5.960 2.833 0.05
H -4.987 4.855 4.199 0.07
H -5.275 4.235 2.577 0.07
H -1.802 5.577 0.091 0.10
H -2.162 6.547 1.488 0.11
H -4.364 5.415 -0.333 0.07
H -3.584 6.969 -0.600 0.07
H -4.534 6.708 0.856 0.05

---

48
Properties=species:S:1:pos:R:3:lowdin_charge:R:1 method="wB97M-V/def2-TZVPD" e_lumo_ev=0.70 e_above_lowest_kj_mol=204.62 smiles="COCCCn1c(SCC(=O)NC(C)C)nnc1-c1ccccc1" homo_lumo_gap_ev=9.1
C -3.991 -3.625 -1.627 -0.12
O -3.170 -2.589 -1.158 -0.20
C -1.799 -2.810 -1.415 -0.24
C -1.002 -1.627 -0.886 -0.12
C -1.177 -1.493 0.629 -0.14
N -0.380 -0.403 1.124 0.01
C 0.920 -0.486 1.527 -0.63
S 1.768 -1.995 1.730 0.99
C 3.323 -1.480 0.927 -0.35
C 2.967 -0.753 -0.366 -0.58
O 2.321 -1.290 -1.245 0.03
N 3.419 0.507 -0.431 0.08
C 3.100 1.401 -1.532 -0.41
C 2.658 2.750 -0.977 -0.05
C 4.310 1.540 -2.456 -0.05
N 1.442 0.701 1.674 0.04
N 0.500 1.594 1.341 0.08
C -0.591 0.947 1.014 -0.26
C -1.829 1.582 0.588 -0.16
C -3.062 1.203 1.112 -0.03
C -4.217 1.831 0.686 -0.08
C -4.155 2.841 -0.259 -0.09
C -2.928 3.236 -0.768 -0.08
C -1.769 2.613 -0.346 -0.02
H -3.741 -4.579 -1.147 0.09
H -5.014 -3.350 -1.379 0.09
H -3.898 -3.746 -2.714 0.09
H -1.471 -3.740 -0.926 0.13
H -1.632 -2.918 -2.497 0.13
H 0.053 -1.761 -1.132 0.10
H -1.361 -0.714 -1.366 0.13
H -0.845 -2.406 1.131 0.11
H -2.230 -1.321 0.856 0.11
H 3.854 -2.405 0.709 0.08
H 3.888 -0.862 1.621 0.07
H 3.831 0.933 0.384 0.14
H 2.279 0.927 -2.083 0.14
H 2.284 3.380 -1.781 0.08
H 1.874 2.620 -0.234 0.04
H 3.499 3.256 -0.506 0.08
H 4.066 2.189 -3.293 0.08
H 4.600 0.567 -2.842 0.08
H 5.151 1.969 -1.915 0.08
H -3.116 0.440 1.875 0.11
H -5.171 1.532 1.097 0.10
H -5.060 3.326 -0.592 0.10
H -2.875 4.031 -1.496 0.10
H -0.807 2.913 -0.733 0.11

---

10
Properties=species:S:1:pos:R:3:lowdin_charge:R:1 method="wB97M-V/def2-TZVPD" e_lumo_ev=0.96 e_above_lowest_kj_mol=112.76 homo_lumo_gap_ev=11.2
C -1.158 -0.002 0.370 -0.08
C -0.154 -0.044 1.234 -0.10
C -0.312 -0.080 -0.901 -0.23
C 0.855 -0.241 0.062 -1.14
Cl 2.017 -1.575 -0.098 0.58
Cl 1.844 1.293 -0.055 0.54
H -2.205 0.276 0.149 0.12
H 0.095 0.225 2.258 0.11
H -0.645 -0.773 -1.594 0.08
H -0.337 0.922 -1.425 0.12

---

14
Properties=species:S:1:pos:R:3:lowdin_charge:R:1 method="wB97M-V/def2-TZVPD" e_lumo_ev="0.14 / 0.15" e_above_lowest_kj_mol=782.14 homo_lumo_gap_ev="7.9 / 7.9"
C -1.718 -0.005 0.656 -0.04
C 1.972 -0.339 0.364 -0.21
C -0.202 -0.123 -0.872 -0.24
N 1.207 -1.588 0.202 0.05
N 0.130 -1.305 -0.357 -0.07
N -2.795 0.231 0.066 0.05
N 0.602 1.046 -0.636 -0.06
O 1.175 0.864 0.640 -0.13
H -1.435 -0.267 1.637 0.06
H 2.800 -0.365 1.208 0.15
H 2.475 -0.087 -0.519 0.09
H -0.496 -0.254 -1.959 0.16
H -3.787 0.299 0.358 0.07
H 0.073 1.894 -0.786 0.12